(1)
ORCA calculation (ωB97M-V/def2-TZVPD) on a 5-piece molecular cluster, C14H25BBr2N5 overall in a non-equilibrium geometry.

Cartesian coordinates (Å):
C1 -1.8878 -0.2437 -1.6763
B1 -0.5841 0.4664 -0.9507
C2 0.4845 0.8911 -2.1176
C3 1.8074 -0.0311 -2.1378
N1 2.7973 0.6956 -3.0187
C4 -1.1732 1.7615 -0.0893
Br1 -3.1373 2.1749 -0.1344
C5 -0.3406 2.5955 0.6981
C6 -1.0197 3.8213 1.4497
Br2 1.6202 2.2628 0.8757
H1 -1.5605 -1.1454 -2.2912
H2 -2.3899 0.4653 -2.4176
H3 -2.6231 -0.6379 -0.8977
H4 -0.0471 -0.3296 -0.2315
H5 0.0824 0.8587 -3.1788
H6 0.8783 1.9555 -1.9626
H7 2.2068 -0.2374 -1.1034
H8 1.5402 -1.0351 -2.6012
H9 3.5527 1.1018 -2.4644
H10 3.1496 0.0863 -3.7584
H11 -1.5915 3.3940 2.3234
H12 -1.7371 4.4019 0.7851
H13 -0.2531 4.5891 1.7965
C7 0.4127 -1.0643 -6.2378
C8 0.1635 -1.9447 -5.0970
N2 -0.0311 -2.6342 -4.1975
H14 -0.3684 -1.1591 -6.9946
H15 0.4466 -0.0163 -5.9324
H16 1.3646 -1.2945 -6.7204
C9 -2.3686 1.8306 5.4897
C10 -2.4412 3.2631 5.2001
N3 -2.4965 4.3881 4.9687
H17 -1.3708 1.4330 5.2941
H18 -2.6045 1.6214 6.5349
H19 -3.0706 1.2628 4.8764
C11 -1.4983 -3.1003 1.3258
C12 -0.8896 -2.4316 2.4767
N4 -0.4135 -1.9097 3.3841
H20 -0.7472 -3.5853 0.6998
H21 -2.2065 -3.8705 1.6391
H22 -2.0413 -2.3969 0.6904
C13 3.4290 -2.7978 3.0858
C14 3.3515 -2.5398 1.6480
N5 3.2834 -2.3339 0.5199
H23 4.1993 -2.1873 3.5607
H24 2.4824 -2.5737 3.5828
H25 3.6673 -3.8430 3.2927

Properties
E_HOMO, eV: -4.433
Multiplicity: 1
Total charge: -1
Energy, Eh: -5995.059601
Molar mass, g mol⁻¹: 434.009

Atomic partial charges in e from the natural (NBO) method, atoms 1 to 6: atom 1 (C): -0.852, atom 2 (B): -0.020, atom 3 (C): -0.602, atom 4 (C): -0.220, atom 5 (N): -0.885, atom 6 (C): -0.137

***

(2)
ORCA calculation (ωB97M-V/def2-TZVPD) on C14H25BeN3O5 as an isolated structure in a non-equilibrium geometry.

Cartesian coordinates (Å):
Be1 0.4503 -1.2709 0.3385
C1 -4.2590 -0.0364 -0.6553
C2 -3.3990 -1.3087 -0.8302
C3 -3.5207 -1.8340 -2.2917
O1 -2.0675 -1.1761 -0.4333
H1 -3.8632 0.9079 -1.0393
H2 -4.6075 0.1130 0.3667
H3 -5.1422 -0.2423 -1.2707
H4 -3.7798 -2.0860 -0.1503
H5 -4.5795 -2.0467 -2.4593
H6 -2.9587 -2.7555 -2.4139
H7 -3.1776 -1.0000 -2.9061
C4 0.7427 -4.8452 2.3097
C5 0.5952 -3.3945 1.8513
O2 1.4897 -2.5442 2.0016
O3 -0.3127 -3.1359 1.0071
H8 1.4390 -4.7727 3.1473
H9 1.1116 -5.4213 1.4705
H10 -0.1873 -5.1555 2.7804
O4 -0.4653 0.3036 1.9169
C6 -0.8518 1.4303 1.6046
N1 -1.7281 1.5519 0.6094
C7 -0.1180 2.6760 2.0507
H11 -2.0168 2.4494 0.2654
H12 -2.1187 0.6684 0.2517
H13 0.3100 3.2439 1.2241
H14 0.7730 2.4298 2.6283
H15 -0.7227 3.3079 2.7023
O5 0.4723 0.7761 -1.6092
C8 0.1883 1.1458 -2.7459
N2 -1.0358 0.7959 -3.1783
C9 1.1226 1.9124 -3.6658
H16 -1.6943 0.2484 -2.6363
H17 -1.3863 1.2581 -4.0022
H18 0.8525 2.0715 -4.7079
H19 1.9512 1.1997 -3.7325
H20 1.4981 2.8381 -3.2385
N3 2.3940 0.2492 1.0213
C10 2.7399 0.3880 2.2944
C11 3.8686 1.1164 2.6625
C12 4.7431 1.5491 1.6958
C13 4.3438 1.5122 0.3561
C14 3.1709 0.8230 0.0952
H21 2.2760 -0.1972 3.0774
H22 4.1566 1.2355 3.6985
H23 5.5871 2.2038 1.8806
H24 4.8778 2.0554 -0.4083
H25 2.8385 0.7624 -0.9333

Properties
E_HOMO, eV: -6.694
Multiplicity: 1
Energy, Eh: -1103.625631
Molar mass, g mol⁻¹: 324.382

Atomic partial charges in e from the natural (NBO) method, atoms 1 to 6: atom 1 (Be): 1.616, atom 2 (C): -0.656, atom 3 (C): 0.122, atom 4 (C): -0.621, atom 5 (O): -1.013, atom 6 (H): 0.177

***

(3)
ORCA calculation (ωB97M-V/def2-TZVPD) on C14H25Br2N3O3SSe2Tl as an isolated structure in a non-equilibrium geometry.

Cartesian coordinates (Å):
Tl1 -1.2580 1.0800 0.6750
O1 -1.5939 3.4433 -0.9020
C1 -1.1608 3.9915 -2.2042
C2 -0.2953 2.9581 -2.8927
C3 0.7342 3.3008 -3.7610
C4 1.6686 2.3952 -4.2076
C5 1.4356 1.0562 -3.8373
C6 0.2799 0.7854 -3.1008
N1 -0.5058 1.6994 -2.5053
H1 -1.8111 4.2186 -0.2913
H2 -0.5227 4.8925 -2.0759
H3 -2.0412 4.2655 -2.8383
H4 0.7956 4.3808 -4.0124
H5 2.5124 2.7291 -4.7706
H6 2.1073 0.2625 -4.2491
H7 0.0169 -0.2657 -2.8637
Br1 -2.1584 0.9989 4.6339
C7 -2.8979 2.7028 4.1513
Br2 -1.8844 3.6439 2.7659
H8 -2.8835 3.4110 5.0120
H9 -3.9155 2.6083 3.7852
O2 1.0354 -5.5166 0.2088
C8 0.1928 -5.2187 -0.9074
C9 -0.3939 -3.7943 -0.6465
C10 0.7169 -2.7495 -0.8071
O3 0.2098 -1.4434 -0.4414
C11 -0.9099 -3.7177 0.7906
Se1 -2.3117 -2.3905 1.1202
C12 -1.5133 -3.5116 -1.6906
Se2 -2.7818 -2.0033 -1.1425
H10 1.6002 -6.3005 0.0589
H11 -0.5977 -5.9757 -1.0744
H12 0.7564 -5.2017 -1.8728
H13 0.9670 -2.7547 -1.8743
H14 1.5479 -3.0005 -0.1553
H15 0.9837 -0.7638 -0.4134
H16 -0.0602 -3.4638 1.4798
H17 -1.3490 -4.6520 1.1893
H18 -2.1162 -4.3964 -1.8065
H19 -1.0381 -3.1995 -2.6523
C13 2.4967 2.7901 3.4583
N2 1.6609 1.6241 3.5939
C14 1.3684 0.8356 2.5340
N3 0.8427 -0.3707 2.9009
S1 1.6643 1.4148 0.9315
H20 2.6172 3.3370 4.4280
H21 2.0614 3.4264 2.7064
H22 3.5108 2.4822 3.0648
H23 1.3416 1.3840 4.5241
H24 0.4245 -0.4683 3.8202
H25 0.4513 -0.9595 2.1636

Properties
E_HOMO, eV: -9.915
Multiplicity: 1
Total charge: +1
Energy, Eh: -11459.806790
Molar mass, g mol⁻¹: 837.550

Atomic partial charges in e from the natural (NBO) method, atoms 1 to 6: atom 1 (Tl): 0.670, atom 2 (O): -0.749, atom 3 (C): -0.093, atom 4 (C): 0.177, atom 5 (C): -0.243, atom 6 (C): -0.152